{"formula": "C27H37BrF4PRhSb2Se4Si3", "method": "the ωB97M-V functional and the def2-TZVPD basis", "species": ["Rh", "F", "C", "C", "F", "C", "F", "C", "P", "C", "C", "C", "C", "C", "C", "C", "C", "C", "C", "C", "C", "C", "Br", "C", "F", "H", "H", "H", "H", "H", "H", "H", "H", "H", "H", "Se", "Sb", "Se", "Se", "Se", "C", "Si", "C", "C", "Sb", "Si", "C", "C", "C", "Si", "C", "C", "C", "H", "H", "H", "H", "H", "H", "H", "H", "H", "H", "H", "H", "H", "H", "H", "H", "H", "H", "H", "H", "H", "H", "H", "H", "H", "H", "H"], "positions_angstrom": [[1.017, -1.269, -1.085], [-0.855, -3.211, 5.463], [-0.897, -2.902, 4.175], [-2.100, -2.941, 3.495], [-3.203, -3.314, 4.134], [-2.140, -2.599, 2.158], [-3.328, -2.651, 1.555], [-1.003, -2.223, 1.454], [-1.044, -1.977, -0.381], [-1.634, -3.656, -0.811], [-0.715, -4.681, -0.570], [-1.046, -6.000, -0.837], [-2.300, -6.307, -1.351], [-3.220, -5.294, -1.580], [-2.896, -3.972, -1.301], [-2.443, -0.855, -0.677], [-3.044, -0.844, -1.935], [-4.073, 0.045, -2.213], [-4.488, 0.953, -1.249], [-3.861, 0.977, -0.011], [-2.841, 0.079, 0.269], [0.197, -2.206, 2.163], [1.844, -1.813, 1.329], [0.253, -2.531, 3.506], [1.398, -2.479, 4.182], [0.278, -4.468, -0.178], [-0.315, -6.774, -0.641], [-2.558, -7.334, -1.576], [-4.201, -5.532, -1.973], [-3.640, -3.202, -1.455], [-2.701, -1.524, -2.706], [-4.538, 0.038, -3.190], [-5.289, 1.648, -1.466], [-4.180, 1.685, 0.746], [-2.357, 0.094, 1.231], [2.892, -5.424, 0.240], [3.604, -3.958, -1.569], [2.786, -0.114, -2.158], [1.282, -3.150, -2.561], [4.193, -5.554, -3.406], [1.498, 3.042, -3.812], [0.323, 2.829, -2.402], [-0.123, 4.475, -1.642], [-1.172, 1.848, -2.874], [1.269, 1.369, -0.486], [0.209, 1.788, 2.119], [1.775, 1.641, 3.117], [-1.167, 1.010, 3.108], [-0.307, 3.576, 1.918], [3.589, 2.450, 0.025], [3.271, 4.167, 0.702], [4.522, 1.368, 1.219], [4.555, 2.647, -1.546], [0.932, 3.317, -4.707], [2.039, 2.117, -4.017], [2.225, 3.832, -3.610], [-0.775, 5.052, -2.307], [0.776, 5.072, -1.458], [-0.643, 4.344, -0.691], [-1.633, 2.191, -3.805], [-1.916, 1.902, -2.075], [-0.892, 0.798, -2.998], [2.408, 0.819, 2.788], [1.522, 1.470, 4.168], [2.355, 2.565, 3.051], [-1.107, -0.077, 3.185], [-2.155, 1.277, 2.736], [-1.064, 1.422, 4.118], [0.380, 4.152, 1.302], [-0.359, 4.054, 2.904], [-1.299, 3.637, 1.461], [2.354, 4.243, 1.283], [3.219, 4.891, -0.115], [4.099, 4.462, 1.356], [4.493, 1.764, 2.235], [5.567, 1.306, 0.904], [4.125, 0.352, 1.237], [3.911, 2.910, -2.386], [5.064, 1.719, -1.804], [5.301, 3.439, -1.419]], "atomic_forces_ev_per_a": [[-0.291, 0.222, -0.333], [0.014, -0.007, 0.001], [-0.012, 0.003, 0.113], [-0.089, -0.045, 0.072], [-0.022, 0.041, 0.002], [-0.049, 0.059, -0.085], [0.022, -0.031, -0.034], [0.028, 0.038, -0.042], [-0.198, -0.127, 0.377], [0.099, 0.012, -0.050], [0.015, -0.012, -0.068], [-0.041, 0.014, 0.059], [0.032, 0.039, -0.029], [0.020, 0.025, 0.039], [-0.047, -0.024, 0.002], [0.066, -0.053, -0.216], [-0.002, 0.038, -0.039], [0.067, -0.032, 0.012], [-0.004, 0.015, 0.029], [0.012, -0.010, 0.012], [-0.096, 0.018, -0.036], [0.002, -0.030, -0.111], [0.177, -0.206, 0.291], [0.060, 0.071, -0.002], [0.005, -0.031, -0.015], [-0.025, -0.020, 0.007], [0.006, 0.029, -0.032], [0.004, 0.012, 0.015], [0.010, 0.011, 0.014], [0.014, -0.025, 0.009], [-0.022, -0.006, 0.002], [0.000, -0.010, 0.003], [0.004, -0.015, 0.003], [0.028, -0.003, -0.025], [-0.044, -0.062, 0.032], [0.012, 0.027, -0.127], [0.119, 0.090, 0.218], [0.556, -0.309, -0.467], [0.000, -0.106, -0.117], [-0.029, -0.164, -0.050], [0.332, -0.028, -0.102], [-0.303, 0.032, 0.546], [-0.048, 0.198, -0.044], [-0.184, -0.111, -0.095], [-0.518, 0.072, 0.786], [0.413, 0.642, -0.745], [0.111, -0.033, 0.172], [-0.196, -0.430, -0.106], [-0.082, 0.146, 0.200], [-0.255, -0.059, -0.021], [0.049, 0.128, 0.140], [0.142, -0.141, 0.174], [0.102, 0.026, -0.251], [0.005, 0.018, 0.034], [-0.028, 0.016, -0.055], [-0.026, -0.013, -0.048], [0.062, -0.028, 0.020], [-0.061, -0.024, 0.025], [-0.018, 0.027, -0.107], [0.017, 0.017, 0.051], [-0.002, -0.041, -0.044], [-0.036, 0.007, -0.050], [-0.031, -0.015, 0.066], [0.045, 0.045, -0.018], [-0.001, -0.058, 0.007], [-0.024, 0.044, 0.063], [0.032, 0.070, 0.093], [0.041, 0.017, -0.056], [-0.044, 0.019, 0.009], [-0.047, -0.008, -0.075], [0.034, 0.002, 0.035], [0.066, 0.034, 0.043], [-0.039, -0.033, 0.039], [-0.031, 0.006, -0.082], [0.020, -0.034, -0.031], [-0.029, 0.006, 0.012], [0.073, -0.008, -0.018], [0.063, 0.047, -0.008], [0.021, 0.034, -0.013], [-0.024, -0.023, 0.024]], "mulliken_charge": [-0.48, -0.31, 0.56, 0.35, -0.32, 0.30, -0.39, -0.97, 2.76, 0.83, -0.97, -0.70, -0.60, -0.71, -0.18, 0.59, -0.37, -0.79, -0.69, -0.57, -0.15, 0.05, -0.08, 0.31, -0.37, -0.16, 0.47, 0.38, 0.43, 0.49, 0.58, 0.42, 0.39, 0.45, -0.47, -0.59, 0.34, -0.71, -0.30, -0.34, -1.10, 0.46, -1.02, -0.59, 0.15, 0.70, -0.94, -1.17, -1.34, 0.90, -1.06, -0.98, -1.11, 0.42, 0.33, 0.30, 0.45, 0.26, 0.18, 0.55, -0.04, 0.09, 0.13, 0.51, 0.43, 0.24, 0.33, 0.57, 0.25, 0.50, 0.34, 0.16, 0.33, 0.41, 0.37, 0.42, 0.14, 0.23, 0.32, 0.40], "gap_ha": [0.23460, 0.17486], "multiplicity": 5, "s2": 6.044, "lumo_energy_ev": [-0.4, -1.9], "total_energy_ha": -15431.192328, "e_homo_ev": [-6.8073, -6.6998], "e_above_lowest_kcal_mol": 23.5}